Entry 1:
Formula: C21H19Cl3IMgN3O3P
Source: the Open Molecules 2025 dataset
Level of theory: wB97M-V/def2-TZVPD

Its total charge is +1. The gap between HOMO and LUMO is 8.8 eV. The energy relative to the best compared isomer or geometry (same formula, charge and spin) is 2.8 kcal per mole. Its max |F| is 1.53 eV/A. As for the multiplicity: 1.

CARTESIAN COORDINATES (ANGSTROEM)
Mg: 0.34451 -0.10794 0.35632
N: -1.26236 -2.56145 -0.92869
P: 0.24620 -2.62126 -0.12911
C: 1.44403 -3.20600 -1.37131
C: 2.71163 -2.62831 -1.42195
C: 3.64131 -3.05127 -2.36650
C: 3.30200 -4.04907 -3.26926
C: 2.04462 -4.64480 -3.21471
C: 1.12505 -4.23391 -2.26190
C: 0.05752 -4.05507 0.96087
C: -1.18370 -4.37840 1.50482
C: -1.29945 -5.44687 2.38522
C: -0.17829 -6.18306 2.73720
C: 1.06577 -5.85411 2.21155
C: 1.18754 -4.79330 1.32491
C: -2.05715 -1.41787 -1.05008
C: -3.31880 -1.51103 -1.63592
C: -4.08246 -0.37143 -1.73692
C: -3.58736 0.84043 -1.26120
C: -2.33699 0.84739 -0.69990
N: -1.56448 -0.26042 -0.59240
H: -1.69151 -3.41339 -1.24954
H: 2.98129 -1.85312 -0.71286
H: 4.62853 -2.60513 -2.39442
H: 4.02253 -4.37763 -4.00814
H: 1.78852 -5.43904 -3.90611
H: 0.15778 -4.72392 -2.21152
H: -2.06162 -3.79537 1.25086
H: -2.26739 -5.70156 2.79801
H: -0.27223 -7.01443 3.42584
H: 1.94106 -6.42889 2.48668
H: 2.15879 -4.54998 0.90706
H: -3.68011 -2.46744 -1.99949
H: -5.06829 -0.42364 -2.18426
H: -4.16513 1.75347 -1.31574
H: -1.90757 1.75660 -0.30102
Cl: 1.30534 -0.89278 2.82278
C: 1.68225 0.87974 2.77134
Cl: 2.62494 1.11138 1.23236
Cl: 2.59873 1.36705 4.14887
C: 0.28951 1.64425 2.58478
O: -0.03876 2.44591 3.40836
O: -0.31053 1.23979 1.50027
N: 2.19992 1.66549 -2.77410
C: 1.49807 0.55644 -2.54984
O: 1.14810 0.22738 -1.40757
C: 1.08860 -0.27279 -3.72522
I: -0.81818 0.40943 -4.40043
H: 2.41257 2.28504 -2.00909
H: 2.41689 1.96720 -3.70823
H: 0.96231 -1.30293 -3.41973
H: 1.77524 -0.19294 -4.55979

Entry 2:
Formula: C4H5N4O2
Source: the Open Molecules 2025 dataset
Level of theory: wB97M-V/def2-TZVPD

Its total charge is -1. The gap between HOMO and LUMO is 9.0 eV. The energy relative to the best compared isomer or geometry (same formula, charge and spin) is 13.6 kcal per mole. Its max |F| is 5.44 eV/A. As for the multiplicity: 1.

CARTESIAN COORDINATES (ANGSTROEM)
C: -1.03624 -1.31685 -0.63972
C: 0.07366 -0.41246 0.11294
C: 0.03221 0.98627 -0.55494
C: 0.20551 -0.17463 1.68221
N: -2.74755 -2.22015 -1.15656
N: -2.30963 -1.22380 -0.42100
N: -0.64562 -2.30731 -1.43056
N: -1.81545 -2.81713 -1.76895
O: 1.30796 -1.08607 -0.21176
O: -0.63633 0.19363 2.46645
H: -0.82606 1.56847 -0.37983
H: 0.78203 1.80817 -0.28715
H: 0.10513 0.88502 -1.60237
H: 1.27072 -0.27100 2.06923
H: 1.10598 -1.67395 -0.89687

Entry 3:
Formula: C4H7N3O
Source: the Open Molecules 2025 dataset
Level of theory: wB97M-V/def2-TZVPD

Its SMILES is ON1C=NN[C@@H]2C[C@H]21. The gap between HOMO and LUMO is 9.2 eV. The energy relative to the best compared isomer or geometry (same formula, charge and spin) is 204.3 kcal per mole. Its max |F| is 7.27 eV/A. As for the multiplicity: 1.

CARTESIAN COORDINATES (ANGSTROEM)
O: -0.04087 2.53163 -0.19994
N: 0.52464 1.19908 -0.64619
C: 1.42983 0.93567 0.32314
N: 1.62568 -0.21305 0.91489
N: 0.85510 -1.31367 0.63806
C: -0.46142 -0.97576 0.36467
C: -1.38307 -0.75652 -0.65197
C: -0.24965 0.06527 -0.75666
H: -0.81990 2.21278 0.43505
H: 2.24220 1.63344 0.22749
H: 1.06949 -2.20181 1.17575
H: -0.90928 -0.28970 1.21590
H: -2.40220 -0.70129 -0.29747
H: -1.62108 -1.61518 -1.20453
H: 0.14053 -0.51088 -1.53819

Entry 4:
Formula: C16H25NO4S
Source: the Open Molecules 2025 dataset
Level of theory: wB97M-V/def2-TZVPD

Its SMILES is CCOc1ccc(C(C)(C)C)cc1S(=O)(=O)N1CCOCC1. The gap between HOMO and LUMO is 9.3 eV. The energy relative to the best compared isomer or geometry (same formula, charge and spin) is 29.9 kcal per mole. Its max |F| is 1.12 eV/A. As for the multiplicity: 1.

CARTESIAN COORDINATES (ANGSTROEM)
C: 2.74904 0.24112 2.84923
C: 1.37206 0.73348 3.28420
O: 0.34663 0.29192 2.41306
C: 0.17828 0.88070 1.21262
C: 0.83390 2.01587 0.73822
C: 0.53919 2.51931 -0.51591
C: -0.40047 1.93131 -1.35892
C: -0.68279 2.53236 -2.72596
C: -1.19451 3.96799 -2.54214
C: -1.73896 1.73972 -3.49916
C: 0.61283 2.54285 -3.54951
C: -1.04588 0.79681 -0.88134
C: -0.76173 0.29315 0.36934
S: -1.60130 -1.17604 0.93509
O: -2.28477 -0.93247 2.16951
O: -2.38107 -1.68714 -0.16280
N: -0.28712 -2.18591 1.24024
C: 0.22385 -2.80977 0.03112
C: 1.01124 -4.06641 0.38591
O: 0.22503 -5.03529 1.04547
C: -0.79773 -4.49009 1.86598
C: -0.43843 -3.09375 2.36058
H: 2.74123 -0.84305 2.77327
H: 3.49534 0.54038 3.58012
H: 3.02009 0.65056 1.87897
H: 1.10695 0.29689 4.25038
H: 1.35778 1.82551 3.38307
H: 1.57252 2.52229 1.33963
H: 1.06956 3.40295 -0.83758
H: -2.09567 3.96906 -1.93342
H: -0.45277 4.59498 -2.05530
H: -1.42996 4.40714 -3.50898
H: -1.41280 0.71702 -3.66999
H: -2.68464 1.72486 -2.96388
H: -1.90601 2.20732 -4.46735
H: 0.99419 1.53052 -3.66281
H: 0.42194 2.95210 -4.53898
H: 1.38127 3.14674 -3.07506
H: -1.78616 0.26362 -1.45311
H: -0.60819 -3.06522 -0.63751
H: 0.87192 -2.09094 -0.48094
H: 1.87151 -3.78877 1.01403
H: 1.38582 -4.54614 -0.52216
H: -0.92678 -5.18515 2.69971
H: -1.73801 -4.43474 1.29855
H: -1.22481 -2.68707 2.99591
H: 0.49840 -3.12060 2.92856

Entry 5:
Formula: C4H11NS2
Source: the Open Molecules 2025 dataset
Level of theory: wB97M-V/def2-TZVPD

Its SMILES is CCNCCSS. The gap between HOMO and LUMO is 9.3 eV. The energy relative to the best compared isomer or geometry (same formula, charge and spin) is 45.6 kcal per mole. Its max |F| is 4.25 eV/A. As for the multiplicity: 1.

CARTESIAN COORDINATES (ANGSTROEM)
C: 1.03380 0.97827 2.75759
C: 1.17874 0.70130 1.31027
N: -0.06172 0.72201 0.53198
C: -0.30201 -0.52113 -0.30796
C: -0.66056 -0.18598 -1.70527
S: -2.29549 -0.81631 -2.34598
S: -1.82825 -2.41251 -3.37164
H: 0.47993 0.10930 3.18837
H: 0.74176 2.03083 2.88710
H: 2.09591 0.98283 3.12090
H: 1.91528 -0.11057 1.07685
H: 1.79738 1.50939 0.78517
H: -0.85633 0.93514 1.09741
H: 0.46149 -1.27456 -0.26782
H: -1.09686 -1.05771 0.27720
H: -0.67196 1.01181 -1.82302
H: 0.02354 -0.42212 -2.54217
H: -1.95466 -2.17999 -4.66898

Entry 6:
Formula: C20H27AuN6OS2
Source: the Open Molecules 2025 dataset
Level of theory: wB97M-V/def2-TZVPD

Its total charge is +2. The gap between HOMO and LUMO (alpha / beta) is 7.4 / 4.4 eV. The energy relative to the best compared isomer or geometry (same formula, charge and spin) is 5.5 kcal per mole. Its max |F| is 0.49 eV/A. As for the multiplicity: 3.

CARTESIAN COORDINATES (ANGSTROEM)
Au: -0.84857 0.88449 -0.50941
N: -3.17748 4.53490 -0.57800
C: -2.26314 3.56561 -0.49352
S: -2.85593 1.95107 -0.89765
N: -1.04843 3.91759 -0.13997
N: -0.18058 2.88501 -0.10065
C: 1.08970 3.04077 0.02168
C: 1.75261 4.35709 0.12669
C: 2.77512 4.67828 -0.76517
C: 3.39303 5.91637 -0.69414
C: 3.00381 6.82693 0.27859
C: 1.98977 6.50617 1.17095
C: 1.35404 5.27838 1.09171
C: 1.89253 1.78188 0.02691
C: 3.23367 1.78906 0.37891
C: 3.96086 0.61143 0.31662
C: 3.33235 -0.54946 -0.10135
C: 1.98350 -0.49710 -0.39459
N: 1.27493 0.63055 -0.31997
H: -4.12167 4.34323 -0.86012
H: -2.89087 5.48820 -0.42350
H: 3.07634 3.97320 -1.53083
H: 4.17484 6.16906 -1.39676
H: 3.49100 7.79058 0.33886
H: 1.68922 7.21693 1.92836
H: 0.55497 5.03511 1.77829
H: 3.69279 2.71481 0.69083
H: 5.00917 0.60833 0.58284
H: 3.87150 -1.48066 -0.19616
H: 1.44343 -1.37909 -0.70679
C: 0.33298 -5.82022 -1.24088
N: 0.05483 -4.52756 -0.59014
C: 0.07031 -4.21423 0.69447
S: -0.63954 -2.67736 1.16921
N: 0.57843 -4.94633 1.66570
C: 1.35523 -6.19664 1.59431
H: 0.22932 -5.65818 -2.30949
H: -0.38780 -6.57257 -0.92803
H: 1.34696 -6.15231 -1.04490
H: -0.35360 -3.82604 -1.18808
H: 0.40937 -4.59769 2.59753
H: 0.76710 -6.99908 1.15930
H: 1.60485 -6.46418 2.61615
H: 2.27920 -6.04471 1.04201
C: -4.29668 -2.24608 0.53301
C: -4.37817 -2.28704 -0.99456
C: -2.98027 -1.86889 -1.44038
O: -2.35198 -1.22742 -0.28995
C: -3.35910 -1.08672 0.76205
H: -3.88151 -3.16978 0.94035
H: -5.26851 -2.07745 0.99256
H: -5.11992 -1.57416 -1.35245
H: -4.64616 -3.26853 -1.37927
H: -2.97704 -1.15455 -2.26342
H: -2.35688 -2.72201 -1.71774
H: -3.84923 -0.12065 0.63337
H: -2.83467 -1.08833 1.71665

Copy entry 5 word for word.
Formula: C4H11NS2
Source: the Open Molecules 2025 dataset
Level of theory: wB97M-V/def2-TZVPD

Its SMILES is CCNCCSS. The gap between HOMO and LUMO is 9.3 eV. The energy relative to the best compared isomer or geometry (same formula, charge and spin) is 45.6 kcal per mole. Its max |F| is 4.25 eV/A. As for the multiplicity: 1.

CARTESIAN COORDINATES (ANGSTROEM)
C: 1.03380 0.97827 2.75759
C: 1.17874 0.70130 1.31027
N: -0.06172 0.72201 0.53198
C: -0.30201 -0.52113 -0.30796
C: -0.66056 -0.18598 -1.70527
S: -2.29549 -0.81631 -2.34598
S: -1.82825 -2.41251 -3.37164
H: 0.47993 0.10930 3.18837
H: 0.74176 2.03083 2.88710
H: 2.09591 0.98283 3.12090
H: 1.91528 -0.11057 1.07685
H: 1.79738 1.50939 0.78517
H: -0.85633 0.93514 1.09741
H: 0.46149 -1.27456 -0.26782
H: -1.09686 -1.05771 0.27720
H: -0.67196 1.01181 -1.82302
H: 0.02354 -0.42212 -2.54217
H: -1.95466 -2.17999 -4.66898

- The lowest max |F| belongs to which entry?
  C20H27AuN6OS2